Entry 1:
A cluster of 15 separate species, C40H116N14O21 in total. Source: the Open Molecules 2025 dataset; level of theory: ωB97M-V/def2-TZVPD.

Calculated values
* energy: -107209.122 eV
* gap between HOMO and LUMO: 0.2906 Eh
* charge: 0

Positions of all 191 atoms, in Å:
C  -4.570  -0.517  -3.293
O  -5.313  0.325  -3.734
N  -4.254  -0.564  -2.078
N  -3.966  -1.389  -4.073
H  -3.582  -1.278  -1.837
H  -4.813  -0.037  -1.421
H  -4.528  -1.905  -4.735
H  -3.282  -1.927  -3.559
C  2.510  2.838  -3.686
O  2.441  3.980  -3.166
N  2.250  1.707  -3.154
N  3.068  2.587  -4.857
H  2.519  0.776  -3.437
H  1.576  1.750  -2.403
H  3.533  3.357  -5.317
H  3.253  1.663  -5.222
C  -2.289  -1.039  2.223
O  -3.303  -1.387  1.761
N  -1.262  -1.857  2.146
N  -2.073  0.101  2.759
H  -1.448  -2.618  1.509
H  -0.389  -1.705  2.632
H  -2.774  0.736  3.114
H  -1.152  0.229  3.152
C  5.813  3.449  -1.958
O  5.760  4.250  -2.839
N  5.542  3.642  -0.731
N  6.324  2.221  -2.023
H  5.143  4.500  -0.378
H  5.585  2.834  -0.128
H  6.508  2.038  -2.999
H  6.299  1.508  -1.308
C  -9.228  -5.202  4.731
O  -8.421  -4.429  3.919
C  -7.387  -3.659  4.519
C  -6.413  -3.239  3.452
N  -5.683  -4.358  2.947
C  -4.806  -4.061  1.772
C  -3.940  -5.276  1.362
O  -4.606  -6.143  0.486
C  -5.640  -7.053  0.954
H  -8.740  -5.553  5.640
H  -9.734  -5.986  4.167
H  -10.111  -4.603  4.956
H  -6.933  -4.264  5.304
H  -7.907  -2.841  5.018
H  -5.801  -2.472  3.927
H  -6.975  -2.763  2.648
H  -6.280  -5.145  2.735
H  -4.149  -3.306  2.204
H  -5.441  -3.619  1.004
H  -3.602  -5.768  2.274
H  -3.051  -4.937  0.830
H  -6.522  -6.594  1.401
H  -5.244  -7.701  1.736
H  -6.018  -7.694  0.157
C  4.056  -5.781  -6.633
O  3.032  -5.341  -7.607
C  2.127  -4.331  -7.048
C  0.747  -4.794  -7.244
N  -0.260  -3.741  -6.970
C  -0.479  -3.438  -5.615
C  -1.231  -2.203  -5.559
O  -0.455  -1.112  -6.076
C  0.627  -0.725  -5.180
H  4.403  -6.759  -6.966
H  3.531  -6.029  -5.711
H  4.921  -5.128  -6.514
H  2.271  -3.466  -7.695
H  2.318  -4.014  -6.022
H  0.508  -5.730  -6.741
H  0.558  -5.060  -8.284
H  0.060  -2.853  -7.327
H  0.388  -3.406  -4.956
H  -1.134  -4.225  -5.239
H  -1.454  -2.005  -4.511
H  -2.211  -2.263  -6.033
H  1.390  -1.451  -4.900
H  0.452  -0.402  -4.153
H  1.105  0.132  -5.653
C  2.227  5.411  5.276
O  1.066  5.716  4.562
C  0.191  4.585  4.404
C  -1.059  4.565  5.344
N  -0.683  4.322  6.697
C  -0.070  2.974  6.819
C  0.005  2.433  8.205
O  -0.184  1.035  8.262
C  0.165  0.464  9.573
H  1.891  5.055  6.250
H  2.682  6.352  5.583
H  2.908  4.736  4.757
H  0.757  3.662  4.277
H  -0.187  4.620  3.382
H  -1.665  3.795  4.866
H  -1.620  5.498  5.281
H  0.073  4.961  6.896
H  0.976  3.025  6.515
H  -0.581  2.249  6.185
H  -0.665  3.000  8.851
H  1.067  2.531  8.427
H  -0.603  0.819  10.261
H  1.180  0.637  9.931
H  -0.003  -0.559  9.238
C  3.101  -4.917  -2.823
O  2.501  -4.403  -1.670
C  3.219  -3.316  -1.079
C  2.891  -3.082  0.394
N  3.106  -4.259  1.157
C  4.407  -4.612  1.613
C  5.275  -3.602  2.459
O  4.530  -3.044  3.545
C  5.020  -1.788  3.927
H  3.509  -4.174  -3.509
H  2.205  -5.176  -3.388
H  3.702  -5.811  -2.656
H  2.976  -2.390  -1.601
H  4.272  -3.548  -1.241
H  1.881  -2.709  0.566
H  3.495  -2.290  0.837
H  2.656  -5.068  0.753
H  4.921  -4.636  0.652
H  4.254  -5.605  2.037
H  5.529  -2.847  1.715
H  6.134  -4.074  2.936
H  4.725  -1.039  3.193
H  6.102  -1.812  4.057
H  4.419  -1.521  4.796
C  -1.052  -3.549  -2.140
O  -1.486  -2.136  -2.198
C  -0.531  -1.281  -1.587
C  -1.087  0.192  -1.602
N  0.053  1.026  -1.500
C  0.560  1.050  -0.098
C  1.195  2.408  0.214
O  1.966  2.191  1.369
C  2.949  3.026  1.624
H  -1.609  -4.169  -2.844
H  -1.064  -4.100  -1.200
H  -0.092  -3.729  -2.623
H  0.482  -1.366  -1.980
H  -0.328  -1.605  -0.566
H  -1.834  0.446  -0.850
H  -1.477  0.293  -2.615
H  -0.158  1.991  -1.713
H  1.294  0.254  0.027
H  -0.359  0.857  0.455
H  0.423  3.163  0.362
H  1.899  2.637  -0.586
H  2.920  3.274  2.685
H  3.026  3.959  1.066
H  3.893  2.501  1.475
C  -2.606  7.851  -2.622
O  -1.358  7.290  -3.010
C  -0.559  6.687  -1.987
C  -1.220  5.409  -1.435
N  -0.956  4.201  -2.159
C  -1.975  3.766  -3.119
C  -3.133  3.016  -2.481
O  -4.157  3.907  -1.961
C  -5.500  3.461  -2.007
H  -2.981  8.560  -3.360
H  -2.602  8.396  -1.678
H  -3.344  7.051  -2.685
H  -0.524  7.422  -1.182
H  0.461  6.515  -2.333
H  -2.260  5.636  -1.203
H  -0.852  5.140  -0.445
H  -0.065  4.377  -2.601
H  -1.515  3.118  -3.865
H  -2.339  4.583  -3.741
H  -2.693  2.426  -1.677
H  -3.558  2.385  -3.261
H  -5.535  2.752  -1.180
H  -5.702  3.121  -3.023
H  -6.233  4.262  -1.906
O  2.575  6.381  -1.110
H  2.586  6.826  -1.958
H  2.759  5.465  -1.318
O  4.545  6.426  0.885
H  4.171  7.150  1.387
H  4.211  6.553  -0.003
O  0.536  0.804  3.364
H  0.703  1.580  2.829
H  1.109  0.131  2.997
O  6.001  0.934  0.778
H  6.845  0.481  0.807
H  5.684  0.906  1.681
O  5.295  1.534  3.832
H  4.546  0.938  3.861
H  5.598  1.582  4.738

Löwdin atomic charge list, values in e, 5 entries:
1 C -0.8228
2 O 0.0321
3 N 0.2087
4 N 0.1754
5 H 0.0987

***

Entry 2:
A cluster of 20 separate species, C40H120O40 in total. Source: the Open Molecules 2025 dataset; level of theory: ωB97M-V/def2-TZVPD.

Calculated values
* energy above the lowest of the compared OMol25 structures with the same formula, charge and spin: 6.7 kcal/mol
* energy: -125318.485 eV
* gap between HOMO and LUMO: 0.3654 Eh
* charge: 0

Positions of all 200 atoms, in Å:
C  1.472  -4.271  1.347
C  1.710  -4.845  2.758
O  2.919  -5.695  2.644
O  2.329  -3.183  0.996
H  0.440  -3.929  1.205
H  1.539  -5.048  0.548
H  0.815  -5.489  2.948
H  1.821  -4.142  3.547
H  2.981  -6.221  3.443
H  3.269  -3.424  1.221
C  -2.016  -6.192  -0.454
C  -1.621  -7.102  -1.646
O  -1.038  -6.315  -2.634
O  -1.024  -5.352  0.090
H  -2.288  -6.911  0.403
H  -2.858  -5.613  -0.806
H  -2.591  -7.535  -1.932
H  -0.884  -7.901  -1.423
H  -1.707  -6.019  -3.218
H  -0.703  -4.634  -0.525
C  5.511  -2.948  3.072
C  4.404  -2.266  3.847
O  3.612  -1.407  3.124
O  4.888  -3.788  2.057
H  6.121  -3.542  3.749
H  6.065  -2.187  2.518
H  4.813  -1.654  4.654
H  3.802  -3.054  4.208
H  3.118  -1.879  2.460
H  4.617  -4.665  2.405
C  2.991  1.606  -4.417
C  1.931  1.981  -3.387
O  0.856  1.074  -3.475
O  3.736  0.527  -4.068
H  3.591  2.580  -4.635
H  2.405  1.315  -5.299
H  1.608  3.040  -3.618
H  2.393  1.911  -2.352
H  0.199  1.348  -2.843
H  4.271  0.735  -3.298
C  -1.503  5.998  -0.834
C  -2.819  5.460  -1.390
O  -3.365  4.623  -0.410
O  -0.565  4.992  -0.611
H  -1.768  6.466  0.117
H  -1.145  6.754  -1.568
H  -2.717  4.982  -2.351
H  -3.454  6.294  -1.658
H  -3.928  5.090  0.202
H  -0.132  5.051  0.290
C  -2.562  1.959  -1.630
C  -2.609  1.011  -2.776
O  -1.678  -0.056  -2.642
O  -1.219  2.316  -1.358
H  -2.938  1.545  -0.726
H  -3.100  2.831  -1.959
H  -2.327  1.506  -3.758
H  -3.657  0.634  -2.772
H  -1.590  -0.298  -1.699
H  -1.167  3.252  -1.066
C  0.421  1.154  5.372
C  0.890  -0.265  5.236
O  0.605  -0.717  3.847
O  1.296  2.213  5.107
H  -0.014  1.287  6.319
H  -0.383  1.208  4.627
H  0.300  -0.884  5.950
H  1.951  -0.501  5.461
H  1.167  -0.040  3.362
H  1.555  2.185  4.206
C  0.247  -1.076  0.382
C  1.050  -0.043  -0.408
O  0.906  1.249  0.136
O  -1.109  -0.718  0.159
H  0.477  -0.986  1.475
H  0.372  -2.120  0.115
H  0.670  -0.126  -1.387
H  2.125  -0.301  -0.470
H  0.100  1.749  -0.204
H  -1.642  -1.547  0.075
C  -0.642  0.100  -7.553
C  0.292  -0.250  -6.438
O  -0.400  -0.872  -5.356
O  -1.620  1.118  -7.165
H  -1.221  -0.771  -7.872
H  -0.118  0.487  -8.385
H  0.761  0.626  -6.003
H  1.110  -0.923  -6.785
H  -0.135  -0.525  -4.519
H  -1.943  0.855  -6.305
C  -2.290  1.705  2.287
C  -3.553  0.927  2.207
O  -3.543  -0.022  3.323
O  -2.235  2.607  3.417
H  -2.017  2.321  1.447
H  -1.486  0.922  2.485
H  -3.862  0.434  1.240
H  -4.316  1.671  2.416
H  -2.990  -0.758  2.995
H  -2.370  2.139  4.308
C  -3.363  0.095  7.061
C  -4.277  -1.111  7.118
O  -3.609  -2.162  7.831
O  -2.349  -0.196  6.022
H  -2.882  0.351  8.024
H  -3.925  0.930  6.741
H  -4.459  -1.367  6.104
H  -5.222  -0.784  7.540
H  -2.672  -2.126  7.550
H  -2.841  -0.316  5.198
C  3.377  1.805  2.160
C  3.426  3.258  1.789
O  2.541  3.528  0.626
O  2.060  1.376  2.558
H  3.996  1.559  2.991
H  3.661  1.194  1.284
H  4.434  3.550  1.608
H  3.020  3.857  2.603
H  2.216  2.705  0.265
H  1.497  1.350  1.730
C  -4.171  -3.260  0.178
C  -4.856  -2.465  -0.890
O  -4.538  -2.837  -2.220
O  -2.771  -2.880  0.178
H  -4.268  -4.324  -0.076
H  -4.546  -3.018  1.128
H  -4.677  -1.403  -0.756
H  -5.927  -2.698  -0.704
H  -3.916  -2.264  -2.734
H  -2.304  -3.503  0.720
C  0.144  5.739  4.505
C  -0.397  5.329  3.154
O  0.492  5.412  2.050
O  1.269  4.974  4.860
H  -0.643  5.685  5.261
H  0.457  6.751  4.379
H  -1.239  5.994  2.930
H  -0.796  4.344  3.241
H  1.407  5.665  2.286
H  1.061  4.155  5.259
C  3.285  6.134  -1.430
C  2.335  6.654  -2.453
O  1.185  5.835  -2.742
O  2.862  6.182  -0.077
H  4.223  6.691  -1.562
H  3.470  5.165  -1.843
H  2.912  6.675  -3.357
H  2.150  7.669  -2.198
H  0.708  5.559  -1.930
H  2.691  5.253  0.182
C  -2.297  -3.655  -5.285
C  -3.422  -4.657  -4.966
O  -3.411  -5.121  -3.624
O  -2.450  -2.605  -4.348
H  -2.351  -3.178  -6.260
H  -1.289  -4.115  -5.144
H  -3.322  -5.505  -5.661
H  -4.376  -4.176  -5.265
H  -3.630  -4.449  -2.974
H  -1.800  -1.911  -4.528
C  -1.346  -3.391  3.480
C  -1.892  -3.243  4.913
O  -3.328  -3.221  4.817
O  -1.579  -2.331  2.594
H  -1.690  -4.276  2.988
H  -0.276  -3.563  3.547
H  -1.550  -2.333  5.391
H  -1.646  -4.100  5.563
H  -3.532  -3.762  5.519
H  -0.861  -1.703  2.787
C  -2.490  3.972  -5.413
C  -1.128  4.218  -4.865
O  -1.198  5.422  -4.007
O  -2.995  5.049  -6.111
H  -3.189  3.695  -4.623
H  -2.338  3.093  -6.040
H  -0.512  4.381  -5.736
H  -0.634  3.489  -4.226
H  -0.276  5.621  -3.760
H  -2.716  5.866  -5.678
C  1.469  -3.864  -3.131
C  1.725  -2.399  -2.753
O  2.542  -2.166  -1.648
O  0.927  -4.575  -2.026
H  2.325  -4.383  -3.606
H  0.719  -3.713  -3.949
H  0.752  -1.909  -2.601
H  2.163  -1.718  -3.542
H  2.320  -2.735  -0.904
H  0.247  -5.197  -2.272
C  6.835  -0.476  0.003
C  5.841  -1.333  -0.725
O  4.710  -0.632  -1.102
O  6.511  0.029  1.355
H  7.122  0.430  -0.593
H  7.695  -1.074  0.208
H  5.632  -2.276  -0.243
H  6.529  -1.640  -1.549
H  3.989  -1.250  -1.260
H  5.583  -0.168  1.393

Löwdin atomic charge list, values in e, 5 entries:
1 C -0.2057
2 C -0.1596
3 O -0.0852
4 O -0.1063
5 H 0.0852

***

Entry 3:
A structure of composition C40H23N9NiO2S5. Source: the Open Molecules 2025 dataset; level of theory: ωB97M-V/def2-TZVPD.

Calculated values
* energy: -154585.829 eV
* gap between HOMO and LUMO (spin up / spin down): 0.1775 / 0.1774 Eh
* charge: -2

Positions of all 80 atoms, in Å:
Ni  -0.325  0.017  -0.012
C  -4.506  3.534  -3.433
C  -4.760  2.323  -4.082
C  -4.219  1.137  -3.610
C  -3.402  1.195  -2.493
C  -2.591  0.192  -1.820
N  -1.889  0.781  -0.819
C  -2.264  2.082  -0.730
N  -1.947  2.930  0.226
C  -0.987  2.632  1.086
C  -0.638  3.468  2.215
C  -1.271  4.529  2.850
C  -0.667  5.077  3.967
C  0.563  4.595  4.435
C  1.200  3.542  3.803
C  0.579  2.966  2.704
C  0.912  1.830  1.872
N  2.071  1.199  1.951
C  2.288  0.098  1.277
N  1.388  -0.621  0.558
C  1.928  -1.831  0.274
N  1.312  -2.874  -0.235
C  0.079  -2.765  -0.706
N  -0.608  -1.619  -0.945
C  -1.761  -1.928  -1.594
N  -2.621  -1.082  -2.135
C  -1.870  -3.365  -1.724
C  -2.866  -4.200  -2.215
C  -2.671  -5.566  -2.124
C  -1.503  -6.097  -1.560
C  -0.507  -5.270  -1.074
C  -0.703  -3.897  -1.154
C  3.321  -1.855  0.709
C  4.334  -2.792  0.595
C  5.582  -2.464  1.100
C  5.816  -1.223  1.694
C  4.804  -0.283  1.809
C  3.554  -0.621  1.321
N  -0.074  1.629  0.966
C  -3.176  2.400  -1.820
C  -3.727  3.584  -2.287
H  -4.916  4.447  -3.849
H  -5.378  2.315  -4.972
H  -4.403  0.187  -4.094
H  -2.219  4.901  2.482
H  -1.153  5.884  4.503
H  1.012  5.057  5.306
H  2.149  3.155  4.152
H  -3.764  -3.779  -2.649
H  -3.432  -6.246  -2.490
H  -1.383  -7.173  -1.512
H  0.400  -5.662  -0.632
H  4.151  -3.741  0.108
H  6.399  -3.171  1.017
H  6.805  -0.994  2.072
H  4.975  0.694  2.243
H  -3.540  4.522  -1.780
O  0.417  -1.545  3.161
C  -0.765  -1.606  2.855
C  -1.799  -2.369  3.713
C  -3.011  -2.427  2.809
C  -2.690  -1.363  1.737
O  -3.537  -0.929  0.970
N  -1.373  -1.028  1.785
H  -1.990  -1.777  4.611
H  -1.400  -3.338  4.016
H  -3.961  -2.207  3.298
H  -3.103  -3.387  2.294
C  2.874  4.036  -2.362
S  3.517  2.917  -1.078
C  3.524  1.389  -1.938
C  2.419  0.731  -2.400
S  0.798  1.238  -2.363
S  2.803  -0.797  -3.219
C  4.521  -0.777  -3.031
S  5.528  -1.950  -3.613
S  5.086  0.637  -2.218
H  2.816  5.023  -1.905
H  1.884  3.697  -2.660
H  3.561  4.044  -3.206

Löwdin atomic charge list, values in e, 5 entries:
1 Ni 0.3967
2 C -0.1089
3 C -0.1071
4 C -0.0220
5 C -0.0931

***

Which of these has the lowest energy?
C40H23N9NiO2S5

***

Which of these has the lowest energy?
C40H23N9NiO2S5